# 1
Below is a cluster of 3 separate species, C3H11NO4S2 in total, with properties calculated with wB97M-V/def2-TZVPD.

Structure (XYZ):
```
21
Properties=species:S:1:pos:R:3:forces:R:3:nbo_charge:R:1
N 0.698 -1.299 0.269 0.0206 0.1830 0.7420 -0.8355
C -0.251 -0.214 0.445 -0.2634 -0.9215 -0.2702 -0.1686
C -0.212 0.893 -0.601 0.0882 0.3321 -0.3340 -0.5687
S 1.193 2.032 -0.413 -0.5335 0.3674 -0.0203 0.1055
S 2.829 1.111 -1.145 0.5661 -0.5409 -0.0900 -0.1284
C -1.628 -0.866 0.356 -0.6653 0.2744 0.4986 0.8305
O -2.091 -1.502 -0.553 0.1381 -0.0959 -0.0485 -0.6142
O -2.366 -0.601 1.458 0.0214 0.1353 0.1682 -0.7104
H 0.774 -1.602 -0.685 0.2445 0.0253 -0.3621 0.3939
H 1.600 -1.084 0.678 -0.1134 -0.0257 -0.2862 0.3788
H -0.145 0.165 1.461 0.0370 0.2023 -0.1364 0.2244
H -1.090 1.546 -0.540 0.0601 0.0602 0.2734 0.2328
H -0.259 0.479 -1.612 0.2757 -0.1144 0.1427 0.2567
H 2.784 1.376 -2.466 -0.2463 0.1763 0.0715 0.1242
H -3.246 -1.016 1.435 0.2437 -0.0671 -0.3665 0.5111
O -1.737 -0.632 4.201 -0.0309 0.5758 -0.6274 -0.9537
H -1.817 0.308 4.428 0.0457 -0.4186 0.0814 0.4621
H -1.784 -0.619 3.222 0.0300 -0.1261 0.8015 0.4794
O -0.303 -1.890 -2.568 0.3337 0.0307 0.6523 -0.9880
H -1.014 -1.925 -1.899 0.0432 0.0268 -0.2921 0.4947
H -0.729 -1.941 -3.413 -0.2950 -0.0794 -0.5979 0.4732
```
Forces are in eV/Å.

Summary:
Total charge ... 0
E_LUMO ... 0.35 eV
HOMO level ... -9.12 eV

# 2
Below is a cluster of 3 separate species, C3H11NOS in total at a distorted geometry, with properties calculated with wB97M-V/def2-TZVPD.

Structure (XYZ):
```
17
Properties=species:S:1:pos:R:3:forces:R:3:nbo_charge:R:1
C 1.349 -1.556 -0.828 -1.6828 1.0146 0.5611 -0.4310
N 0.338 -0.450 -0.853 -0.5935 0.3496 0.4501 -0.6825
C 0.548 0.500 0.351 1.4063 1.4095 -4.5823 -0.2074
C -0.439 1.688 0.491 2.5520 -0.9619 -1.2729 -0.5736
S 0.331 2.892 1.520 0.0914 1.2995 0.7248 -0.4329
H 1.919 -1.640 -1.774 -0.1241 -0.0280 0.7221 0.1872
H 0.730 -2.446 -0.622 0.8462 -0.1864 -0.2634 0.1787
H 1.925 -1.316 0.080 0.6546 -0.6381 -0.6323 0.1915
H 0.403 0.100 -1.712 0.0382 -0.1976 0.5270 0.3524
H 0.617 -0.076 1.182 -0.3410 -1.7875 2.6753 0.1738
H 1.639 0.806 0.159 -1.4410 0.5282 0.6368 0.1580
H -0.687 2.159 -0.449 0.1768 -0.1518 -0.6093 0.1950
H -1.340 1.396 0.896 -1.9655 -1.0120 0.9637 0.1966
H -1.280 3.911 0.662 0.2008 0.1989 0.2605 -0.2927
H -2.153 -2.732 0.504 0.1835 -0.8571 0.0867 0.4500
H -1.552 -1.426 -0.036 -0.8092 -0.1490 0.4045 0.5003
O -2.348 -1.810 0.428 0.8073 1.1692 -0.6525 -0.9635
```
Forces are in eV/Å.

Summary:
Spin multiplicity ... 2
Total charge ... -1
E_LUMO (spin up / spin down) ... 3.35 / 3.35 eV
HOMO level (spin up / spin down) ... -1.46 / -2.90 eV
<S²> ... 0.76

Quick rundown of ΔE to the lowest compared entry with this formula, charge and spin, same order as above: 0.0, 38.6 kcal/mol